Record 1
54
Properties=species:S:1:pos:R:3:nbo_charge:R:1 method="wB97M-V/def2-TZVPD" de_lowest_ev=0.118 orbital_gap_ha=0.2889 smiles="CCCn1cnc2c(c1=O)c1nc3ccccc3nc1n2CCC1=CCCCC1" total_energy_ha=-1240.53211 multiplicity=1
C -4.3344 -0.5157 -2.3127 -0.61
C -5.3101 -0.6033 -1.1453 -0.40
H -5.5456 0.4025 -0.7876 0.19
H -6.2402 -1.0678 -1.4769 0.21
C -4.7516 -1.4432 0.0063 -0.23
N -3.4988 -0.9063 0.5045 -0.42
C -3.4994 0.2240 1.2271 0.34
N -2.4613 0.8579 1.6671 -0.52
C -1.2814 0.2889 1.3400 0.43
C -1.1416 -0.9021 0.6179 -0.27
C 0.2651 -1.1160 0.4780 0.15
N 0.9703 -2.0377 -0.1271 -0.34
C 2.3082 -1.8791 -0.0663 0.07
C 3.1322 -2.8256 -0.7111 -0.17
C 4.4912 -2.6971 -0.6704 -0.22
C 5.0900 -1.6243 0.0135 -0.20
C 4.3246 -0.6886 0.6502 -0.23
C 2.9196 -0.7871 0.6265 0.19
N 2.1848 0.1619 1.2514 -0.44
C 0.8946 -0.0069 1.1576 0.36
N -0.0700 0.8099 1.6775 -0.38
C 0.1685 2.1254 2.2147 -0.21
H -0.4744 2.2746 3.0853 0.22
H 1.2181 2.1500 2.5109 0.23
C -0.1193 3.1961 1.1480 -0.43
C 0.5277 2.8239 -0.1659 0.00
C 1.8459 2.7942 -0.3063 -0.18
C 2.5526 2.3170 -1.5360 -0.44
C 1.6129 1.5289 -2.4427 -0.39
C 0.3117 2.3030 -2.6152 -0.39
C -0.4048 2.4117 -1.2725 -0.43
H -1.2243 3.1336 -1.3422 0.21
H -0.8530 1.4437 -1.0210 0.20
H -0.3359 1.8075 -3.3414 0.21
H 0.5375 3.3037 -2.9898 0.20
H 1.3982 0.5569 -1.9920 0.20
H 2.0845 1.3512 -3.4109 0.21
H 3.4011 1.6946 -1.2398 0.22
H 2.9570 3.1789 -2.0784 0.21
H 2.4828 3.1114 0.5081 0.20
H -1.1994 3.2772 1.0187 0.22
H 0.2599 4.1534 1.5101 0.22
H 4.7637 0.1425 1.1806 0.22
H 6.1673 -1.5458 0.0313 0.21
H 5.1202 -3.4226 -1.1650 0.21
H 2.6483 -3.6396 -1.2277 0.23
C -2.2970 -1.5983 0.1406 0.65
O -2.3641 -2.6255 -0.4930 -0.59
H -4.4677 0.6479 1.4621 0.19
H -4.5309 -2.4541 -0.3462 0.25
H -5.4726 -1.4925 0.8269 0.20
H -3.4357 0.0276 -2.0269 0.20
H -4.0392 -1.5104 -2.6365 0.22
H -4.7923 0.0039 -3.1508 0.21

***

Record 2
31
Properties=species:S:1:pos:R:3:lowdin_spin:R:1 method="wB97M-V/def2-TZVPD" de_lowest_ev=0.446 orbital_gap_ha="0.2903 / 0.1448" total_energy_ha=-1361.62947 charge=+2 s_squared=0.756 multiplicity=2
Na -10.4227 0.3331 5.2993 0.00
Na -7.2504 1.8119 5.8384 0.00
Na -8.2545 4.8476 5.4848 0.00
C -9.9265 2.8197 6.7545 0.01
O -9.8648 3.9117 7.2742 0.14
O -10.5041 1.8745 7.3212 0.07
O -9.4858 2.6926 5.6424 0.04
O -9.4651 0.1479 9.1542 0.00
H -8.8482 -0.2204 8.5218 0.00
H -9.9018 0.8551 8.6796 0.00
O -11.2094 5.6707 8.9495 0.54
H -10.5615 5.2468 8.3866 0.00
H -11.9540 5.0691 8.9535 0.00
O -12.1055 5.0879 5.9486 0.06
H -11.3546 4.6086 6.2986 0.00
H -12.8640 4.5579 6.1938 0.00
O -11.3360 2.4450 10.0605 0.12
H -11.1400 1.5189 10.2024 0.00
H -11.1017 2.6026 9.1459 0.00
O -10.9089 3.9146 3.5619 0.00
H -10.3413 3.4391 4.1685 0.00
H -11.4282 4.4918 4.1216 0.00
O -12.7339 2.1346 5.1333 0.00
H -13.5925 2.4447 5.4212 0.00
H -12.2139 2.0887 5.9356 0.00
O -12.3713 -0.0708 7.3332 0.00
H -13.2026 0.1080 7.7728 0.00
H -11.8312 0.6972 7.5194 0.00
O -7.7556 4.6070 8.7251 0.00
H -7.0789 4.3623 8.0939 0.00
H -8.5768 4.3402 8.3119 0.00

***

Record 3
74
Properties=species:S:1:pos:R:3:lowdin_spin:R:1 method="wB97M-V/def2-TZVPD" de_lowest_ev=1.057 orbital_gap_ha="0.2776 / 0.2870" total_energy_ha=-4638.34938 s_squared=1.035 multiplicity=2
Co 0.5667 0.5744 0.4205 0.93
O 2.4561 0.0565 -0.3173 -0.01
N 3.0300 0.8361 -1.1844 0.00
C 4.2141 0.4592 -1.6949 0.00
C 4.8973 1.2445 -2.5874 0.00
C 4.3389 2.4584 -2.9918 0.00
C 3.1263 2.8335 -2.4693 0.00
C 2.4527 2.0142 -1.5581 0.01
S 0.9349 2.4746 -0.9160 0.04
H 4.5746 -0.4869 -1.3217 0.00
H 5.8615 0.9274 -2.9479 0.00
H 4.8555 3.0893 -3.6972 0.00
H 2.6545 3.7713 -2.7187 0.00
N -0.9069 -1.9617 2.0803 0.01
C -1.3355 -2.8676 1.1589 0.00
C -1.8755 -4.0937 1.5743 0.00
C -2.1861 -5.0794 0.6659 0.00
C -1.9819 -4.8667 -0.6912 0.00
C -1.4813 -3.6542 -1.1203 0.00
C -1.1656 -2.6404 -0.2183 0.01
P -0.4135 -1.1079 -0.8791 -0.01
C -1.6460 -0.4718 -2.0686 -0.01
C -1.2646 0.6069 -2.8670 0.00
C -2.1426 1.1492 -3.7855 0.00
C -3.4131 0.6150 -3.9172 0.00
C -3.8051 -0.4457 -3.1182 0.00
C -2.9324 -0.9836 -2.1881 0.00
C 0.8003 -1.9194 -1.9786 0.00
C 1.6161 -2.8717 -1.3696 0.00
C 2.5317 -3.5866 -2.1137 0.00
C 2.6661 -3.3370 -3.4715 0.00
C 1.8752 -2.3759 -4.0764 0.00
C 0.9426 -1.6673 -3.3363 0.00
H -1.2500 -2.0584 3.0234 0.00
H -0.8839 -1.0028 1.7581 0.01
H -2.0297 -4.2632 2.6304 0.00
H -2.5911 -6.0184 1.0123 0.00
H -2.2038 -5.6475 -1.4024 0.00
H -1.3182 -3.4857 -2.1767 0.00
H -0.2842 1.0480 -2.7438 0.00
H -1.8335 1.9888 -4.3921 0.00
H -4.1024 1.0402 -4.6294 0.00
H -4.7988 -0.8562 -3.2158 0.00
H -3.2491 -1.7998 -1.5552 0.00
H 1.5120 -3.0489 -0.3076 0.00
H 3.1391 -4.3455 -1.6418 0.00
H 3.3850 -3.8908 -4.0582 0.00
H 1.9710 -2.1805 -5.1355 0.00
H 0.3180 -0.9318 -3.8240 0.00
O -3.4681 -0.3798 2.4926 0.00
C -3.4251 0.6419 3.3865 0.00
C -4.4730 0.8482 4.2767 0.00
C -4.4122 1.8485 5.2267 0.00
C -3.2868 2.6508 5.3078 0.00
C -2.2441 2.4616 4.4222 0.00
C -2.2936 1.4667 3.4497 0.00
C -1.1439 1.3044 2.5364 0.00
O -1.2712 0.8367 1.3594 -0.01
N 0.0147 1.6748 3.0235 0.00
N 1.0810 1.3942 2.2314 0.01
C 2.0311 2.2598 2.3343 0.02
S 3.6213 2.0700 1.6479 0.00
C 4.2828 3.6269 2.3474 0.00
C 3.1424 4.6121 2.4334 0.00
S 1.7320 3.7555 3.2185 0.01
H -4.3360 -0.8004 2.5213 0.00
H -5.3420 0.2034 4.2164 0.00
H -5.2395 1.9916 5.9051 0.00
H -3.2300 3.4232 6.0573 0.00
H -1.3611 3.0784 4.4636 0.00
H 5.0782 3.9706 1.6867 0.00
H 4.7009 3.4049 3.3307 0.00
H 2.8216 4.9389 1.4425 0.00
H 3.3956 5.4761 3.0446 0.00

***

Record 4
20
Properties=species:S:1:pos:R:3:nbo_charge:R:1 method="wB97M-V/def2-TZVPD" de_lowest_ev=2.195 orbital_gap_ha="0.2520 / 0.2963" total_energy_ha=-1272.58229 multiplicity=1
C 2.3699 -0.8091 0.6333 -0.09
C 1.3608 -1.1124 -0.2480 -0.08
C -0.9304 -1.2512 -0.5424 -0.14
C 3.8219 -0.9431 0.2690 -0.65
C -4.6717 1.8098 0.2941 -0.88
N 0.0358 -0.8528 0.1790 -0.35
O -2.1537 2.6092 0.0790 -0.79
O -3.4190 -1.4800 -1.1708 -0.88
O -2.7063 -1.8402 1.1807 -0.86
S -3.0057 1.8000 0.9952 1.00
S -2.6535 -1.0127 -0.0294 1.73
H 2.1645 -0.2192 1.4659 0.21
H 1.2841 -1.7793 -1.0719 0.18
H -1.0166 -2.0688 -1.2710 0.20
H 4.2630 -1.4906 1.0349 0.22
H 4.1033 -1.5675 -0.5034 0.22
H 4.2253 0.0750 0.1638 0.23
H -4.5877 1.6502 -0.7455 0.25
H -5.2160 2.7113 0.2419 0.25
H -5.2875 0.9390 0.5982 0.25

***

Record 5
10
Properties=species:S:1:pos:R:3:nbo_charge:R:1 method="wB97M-V/def2-TZVPD" de_lowest_ev=1.304 orbital_gap_ha=0.3822 total_energy_ha=-226.41963 multiplicity=1
N -0.4199 0.9195 1.9607 -0.80
C 0.0313 0.2163 0.8922 0.34
N -0.3155 0.1531 -0.3149 -0.79
H -1.3353 1.4834 1.8564 0.39
H -0.1283 0.6704 2.8056 0.38
H 0.7313 -0.5228 1.3955 0.13
H -0.6612 0.9396 -0.7778 0.36
H 0.1705 -0.9425 -2.0976 0.50
H 1.4424 -1.4492 -2.8474 0.46
O 0.4849 -1.4677 -2.8726 -0.97

***

Record 6
87
Properties=species:S:1:pos:R:3:lowdin_charge:R:1 method="wB97M-V/def2-TZVPD" de_lowest_ev=0.000 orbital_gap_ha=0.2548 total_energy_ha=-4984.47822 charge=+1 multiplicity=1
Bi 0.5336 -0.7614 -0.8578 1.56
C 1.8076 -3.3540 -0.5921 -0.31
C 2.7037 -2.3500 -0.1580 -0.34
C 2.1449 -1.7208 0.9906 -0.38
C 0.8791 -2.3456 1.2471 -0.35
C 0.6846 -3.3477 0.2591 -0.33
C -0.4704 -4.2977 0.1809 -0.04
C 0.0218 -2.1709 2.4649 -0.05
C 2.9122 -0.8053 1.8939 -0.06
C 4.0754 -2.0567 -0.6871 -0.04
C 1.9891 -4.2865 -1.7532 -0.03
H -0.2122 -5.2703 0.6102 0.09
H -0.7781 -4.4756 -0.8511 0.07
H -1.3404 -3.9229 0.7235 0.07
H 0.4489 -1.4313 3.1454 0.05
H -0.0483 -3.1111 3.0173 0.09
H -0.9951 -1.8545 2.2172 0.05
H 3.8249 -1.2983 2.2385 0.09
H 2.3397 -0.5307 2.7815 0.06
H 3.2057 0.1154 1.3854 0.03
H 4.8442 -2.5049 -0.0511 0.09
H 4.2740 -0.9835 -0.7229 0.07
H 4.2176 -2.4485 -1.6942 0.07
H 1.2975 -4.0749 -2.5742 0.08
H 1.8127 -5.3207 -1.4510 0.08
H 2.9999 -4.2342 -2.1554 0.07
Se 1.7629 1.7251 -0.5173 0.58
C 2.8365 1.7317 -2.1061 -0.63
C 3.4201 2.9405 -2.4799 -0.15
C 4.1997 3.0244 -3.6232 -0.09
C 4.4048 1.9065 -4.4197 -0.09
C 3.8279 0.7008 -4.0537 -0.08
C 3.0535 0.6131 -2.9048 -0.17
H 3.2595 3.8235 -1.8741 0.09
H 4.6479 3.9721 -3.8931 0.10
H 5.0126 1.9740 -5.3119 0.10
H 3.9865 -0.1844 -4.6570 0.11
H 2.6507 -0.3562 -2.6337 0.04
C -5.8688 -2.3991 0.8075 -0.03
C -4.5819 -2.1950 0.0705 -0.32
C -4.2341 -2.9960 -1.0177 -0.01
C -3.0193 -2.7488 -1.6148 -0.13
N -2.2030 -1.7789 -1.2010 -0.01
C -2.6256 -1.0550 -0.1646 -0.79
S -1.5911 0.2581 0.3667 0.54
N -3.7728 -1.2275 0.4988 0.10
H -6.7110 -2.4170 0.1153 0.09
H -6.0131 -1.6032 1.5331 0.08
H -5.8570 -3.3572 1.3302 0.09
H -4.8866 -3.7808 -1.3723 0.12
H -2.6778 -3.3411 -2.4567 0.12
N -2.2677 2.1816 -6.2234 0.13
C -1.6569 1.6421 -5.1370 -0.31
C -1.6844 2.2822 -3.8903 0.00
C -1.0668 1.6904 -2.8140 -0.17
N -0.4335 0.5155 -2.8861 -0.12
C -0.4083 -0.0956 -4.0726 -0.16
C -0.9899 0.4121 -5.2102 -0.01
H -2.6263 3.1179 -6.1875 0.11
H -2.1274 1.7808 -7.1325 0.11
H -2.1786 3.2373 -3.7695 0.11
H -1.0576 2.1747 -1.8454 0.07
H 0.1135 -1.0474 -4.1152 0.11
H -0.9255 -0.1327 -6.1426 0.11
C -1.3878 3.4109 5.1378 -0.12
N -1.9155 2.1584 4.4308 -0.07
C -0.8879 1.0297 4.6246 -0.11
N 0.3955 1.4297 4.1740 -0.14
C 0.8265 2.6397 4.8678 -0.15
N -0.0959 3.7556 4.6665 -0.15
C -0.1078 4.2175 3.2686 -0.31
P -0.6341 2.9210 2.0404 0.99
C -2.1636 2.4086 2.9687 -0.29
C 0.4567 1.5792 2.7136 -0.39
H -1.3614 3.1678 6.2009 0.14
H -2.1103 4.2050 4.9520 0.14
H -2.7911 1.8767 4.8719 0.18
H -1.2595 0.1692 4.0680 0.14
H -0.8762 0.8190 5.6950 0.15
H 1.8131 2.9232 4.5067 0.14
H 0.8912 2.4289 5.9373 0.14
H 0.8992 4.5491 3.0091 0.10
H -0.7554 5.0927 3.1853 0.09
H -2.5475 1.4845 2.5343 0.04
H -2.9362 3.1746 2.8862 0.10
H 1.4882 1.7785 2.4163 0.06
H 0.1761 0.6345 2.2421 0.01

***

Record 7
60
Properties=species:S:1:pos:R:3:nbo_charge:R:1 method="wB97M-V/def2-TZVPD" de_lowest_ev=0.000 orbital_gap_ha=0.3358 total_energy_ha=-1250.94479 multiplicity=1
C -0.1268 -2.1231 4.2207 -0.60
H -0.2711 -2.3689 3.1712 0.21
H -0.8141 -2.7182 4.8181 0.21
H 0.8903 -2.3904 4.4983 0.21
C -0.3642 -0.6333 4.4692 -0.49
C 0.6183 0.1970 3.6591 0.58
O 1.5608 0.7457 4.1936 -0.56
C 0.3811 0.2427 2.2206 -0.24
C -0.7389 -0.1980 1.5414 0.01
N -0.5371 -0.0426 0.2133 -0.37
C 0.7040 0.5060 0.0183 -0.05
C 1.3008 0.7141 1.2264 -0.03
C 2.6317 1.3434 1.4611 -0.42
H 3.1486 0.8124 2.2622 0.23
C 2.4758 2.8092 1.8693 -0.59
H 1.9179 3.3588 1.1137 0.20
H 1.9458 2.8704 2.8157 0.22
H 3.4523 3.2715 1.9893 0.20
H 3.2284 1.2788 0.5478 0.20
H 1.0550 0.7281 -0.9707 0.22
C -1.4292 -0.3863 -0.8112 0.27
C -1.0483 -1.1377 -1.8487 -0.33
C 0.2723 -1.8020 -1.9962 0.78
O 0.8105 -1.9515 -3.0665 -0.60
O 0.7257 -2.2244 -0.8201 -0.52
C 2.0081 -2.8877 -0.6813 0.27
C 1.9977 -4.2073 -1.4516 -0.64
H 1.1618 -4.8235 -1.1269 0.21
H 2.9236 -4.7449 -1.2683 0.21
H 1.9034 -4.0207 -2.5180 0.24
C 3.1329 -1.9751 -1.1656 -0.65
H 3.1068 -1.0343 -0.6205 0.22
H 4.0908 -2.4569 -0.9915 0.22
H 3.0291 -1.7749 -2.2286 0.24
C 2.1299 -3.1329 0.8227 -0.62
H 2.0879 -2.1869 1.3568 0.22
H 3.0721 -3.6248 1.0441 0.21
H 1.3126 -3.7617 1.1663 0.21
H -1.7174 -1.2855 -2.6824 0.24
C -2.8000 0.2160 -0.6951 -0.43
H -3.2598 -0.1047 0.2425 0.22
C -2.7442 1.7475 -0.7120 -0.44
H -2.1259 2.1233 0.1050 0.22
H -3.7561 2.1376 -0.6043 0.22
C -2.1586 2.2621 -2.0333 0.38
O -1.8782 3.6364 -2.0277 -0.54
C -2.9917 4.4866 -1.8229 -0.27
H -3.8553 4.1448 -2.3990 0.18
H -2.6859 5.4715 -2.1707 0.20
H -3.2574 4.5444 -0.7628 0.17
O -3.0461 1.8988 -3.0547 -0.56
C -2.5055 2.0241 -4.3535 -0.25
H -3.3029 1.7554 -5.0429 0.19
H -1.6551 1.3454 -4.4839 0.17
H -2.1759 3.0486 -4.5477 0.18
H -1.1698 1.8046 -2.2100 0.16
H -3.4208 -0.1258 -1.5219 0.24
H -1.6488 -0.6258 1.9127 0.22
H -0.2027 -0.4104 5.5253 0.23
H -1.3879 -0.3651 4.2061 0.21

***

Record 8
13
Properties=species:S:1:pos:R:3:nbo_charge:R:1 method="wB97M-V/def2-TZVPD" de_lowest_ev=6.553 orbital_gap_ha=0.3773 smiles="NNC(=O)[C@H]1CO1" total_energy_ha=-377.71852 multiplicity=1
C -0.1964 0.5260 -0.0852 0.61
C 0.4849 -0.6455 -0.1808 -0.13
C 1.8265 -0.5773 -0.4682 -0.06
H -2.6697 -0.9276 -0.9895 0.38
H -2.5277 -0.8711 0.7599 0.38
H -1.8508 1.2619 0.0189 0.39
H -0.0352 -1.4966 -0.0323 0.23
H 2.6034 -1.6259 -0.3633 0.17
H 2.3326 0.1100 -1.2964 0.21
N -2.1298 -0.9119 -0.0978 -0.68
N -1.4553 0.3889 0.2333 -0.46
O 0.3012 1.6970 -0.1665 -0.63
O 1.5180 -0.2731 0.8365 -0.43

***

Record 9
14
Properties=species:S:1:pos:R:3:nbo_charge:R:1 method="wB97M-V/def2-TZVPD" de_lowest_ev=6.297 orbital_gap_ha=0.3387 total_energy_ha=-249.59373 charge=+1 multiplicity=1
C 2.7814 -0.9018 0.0165 0.10
C -2.9872 -0.0265 0.0057 -0.30
C -0.7166 -0.1778 -0.0909 -0.14
C 1.5685 1.3696 0.0007 -0.22
C 0.5459 0.3288 -0.0787 0.02
N 1.8655 -0.0419 -0.0446 -0.23
H 2.5623 -1.9587 -0.0389 0.23
H 3.8097 -0.5914 0.1309 0.23
H -3.0665 0.2055 1.0522 0.22
H -3.1689 -1.0367 -0.3088 0.21
H -0.7560 -1.2548 -0.1690 0.19
H -3.1966 0.7571 -0.6971 0.22
H 1.8186 1.9438 -0.8839 0.25
H 1.7631 1.8886 0.9301 0.25

***

Record 10
9
Properties=species:S:1:pos:R:3:nbo_charge:R:1 method="wB97M-V/def2-TZVPD" de_lowest_ev=9.093 orbital_gap_ha="0.2595 / 0.2651" total_energy_ha=-487.01418 charge=-1 multiplicity=1
C -0.5986 -0.5191 0.4167 0.63
C -1.9835 -0.2489 0.2480 -0.15
N -2.9557 -0.6534 -0.8115 0.03
N -2.4955 0.8911 0.7263 0.04
O -3.7042 1.1697 0.6200 -0.36
O -4.1312 -0.5539 -0.4181 -0.29
O 0.4896 -0.9407 0.3895 -0.28
O 1.1390 -2.1665 -0.9165 -1.01
H 1.8755 -1.5674 -0.7823 0.40

***

Record 11
39
Properties=species:S:1:pos:R:3:nbo_charge:R:1 method="wB97M-V/def2-TZVPD" de_lowest_ev=0.000 orbital_gap_ha=0.3071 smiles="COc1ccc(-c2csc(NC(=O)CSc3nc(C)cs3)n2)cc1" total_energy_ha=-2128.03255 multiplicity=1
C -7.4914 -1.9554 -0.6367 -0.25
H -8.5391 -2.1641 -0.4261 0.20
O -7.0758 -1.0517 0.3588 -0.49
C -5.7902 -0.6104 0.3427 0.31
C -5.4405 0.2841 1.3580 -0.26
C -4.1655 0.7937 1.4378 -0.18
C -3.1937 0.4268 0.5041 -0.04
C -3.5494 -0.4631 -0.5063 -0.17
C -4.8277 -0.9794 -0.5921 -0.31
H -5.0619 -1.6669 -1.3896 0.22
H -2.8025 -0.7484 -1.2301 0.23
C -1.8343 0.9436 0.5548 0.11
C -1.2982 1.7584 1.5127 -0.45
S 0.3501 2.1185 1.1765 0.36
C 0.2100 1.1202 -0.2642 0.26
N -0.9555 0.6065 -0.4347 -0.48
N 1.1977 0.9107 -1.1909 -0.63
C 2.5418 1.1831 -1.2463 0.67
O 3.1636 0.8889 -2.2395 -0.56
C 3.1889 1.8094 -0.0364 -0.64
H 2.6577 2.6899 0.3188 0.25
H 4.2283 2.0388 -0.2683 0.29
S 3.2074 0.6000 1.3365 0.30
C 4.6430 -0.2776 0.9019 -0.12
N 5.5213 0.1338 0.0616 -0.48
C 6.5451 -0.7505 -0.0831 0.15
C 6.4376 -1.8637 0.6902 -0.45
S 4.9924 -1.8296 1.6364 0.40
H 7.1083 -2.6949 0.7625 0.24
C 7.6425 -0.4327 -1.0362 -0.63
H 7.2234 -0.2625 -2.0261 0.23
H 8.3588 -1.2480 -1.0775 0.22
H 8.1494 0.4795 -0.7261 0.23
H 0.8561 0.4106 -2.0075 0.43
H -1.7517 2.1645 2.3922 0.24
H -3.9236 1.4845 2.2301 0.21
H -6.1970 0.5624 2.0746 0.22
H -6.9215 -2.8892 -0.5951 0.18
H -7.4040 -1.5197 -1.6372 0.18

***

Record 12
4
Properties=species:S:1:pos:R:3:nbo_charge:R:1 method="wB97M-V/def2-TZVPD" de_lowest_ev=0.088 orbital_gap_ha=0.4841 total_energy_ha=-83.76072 charge=+1 multiplicity=1
O 0.1030 -0.0325 0.1872 -1.05
H -0.0272 0.9314 0.3358 0.52
H 0.4455 -0.3717 1.0451 0.54
Li -0.5212 -0.5273 -1.5681 0.99

***

- Which value of multiplicity does entry 2 give?
  2

***

- Look up the multiplicity of the third one.
  2

***

- Look up the multiplicity of the eleventh one.
  1